{
  "formula": "C6H31O12V2",
  "method": "wB97M-V/def2-TZVPD",
  "elements": ["V", "V", "C", "C", "O", "O", "H", "H", "H", "O", "H", "H", "O", "H", "H", "O", "H", "H", "O", "H", "H", "O", "H", "H", "O", "H", "H", "C", "O", "H", "H", "H", "H", "C", "O", "H", "H", "H", "H", "C", "O", "H", "H", "H", "H", "C", "O", "H", "H", "H", "H"],
  "xyz": [[-0.07515, -0.56363, -0.79025], [0.45580, 5.07081, -2.22995], [3.12968, 1.91724, -2.13614], [1.65351, 2.13882, -1.82482], [1.27814, 3.37266, -2.03000], [0.86103, 1.23942, -1.43803], [3.33942, 2.40144, -3.09220], [3.43006, 0.80875, -2.05619], [3.76757, 2.41039, -1.35633], [0.01970, -3.75331, 4.89281], [0.26721, -3.18318, 5.62797], [-0.42970, -4.51482, 5.20708], [-1.38199, -0.21173, 0.80516], [-1.11641, -0.55913, 1.80047], [-2.29240, -0.55119, 0.95008], [1.55805, 5.50219, -0.63138], [2.15956, 4.77508, -0.50305], [1.73613, 6.24161, 0.01621], [0.63662, 6.77913, -3.39249], [1.22749, 7.51999, -3.09992], [0.11010, 7.30235, -4.05041], [-0.35411, 0.02763, 3.40077], [-1.18962, -0.13504, 3.93830], [-0.35382, 0.96348, 3.30590], [4.31862, -1.81672, 0.87578], [5.05290, -2.23705, 0.40683], [4.77293, -1.30289, 1.54321], [1.39554, -2.05576, 1.65993], [1.43511, -1.40187, 0.34991], [0.37553, -2.47687, 1.89525], [2.07875, -2.88454, 1.69966], [1.78911, -1.39996, 2.39402], [2.34998, -1.27841, 0.10266], [-1.70337, 0.32534, -3.53440], [-1.45423, -0.69302, -2.48090], [-0.86932, 0.23390, -4.19912], [-2.50994, 0.05102, -4.05585], [-1.57521, 1.32945, -3.06125], [-0.94027, -1.42224, -2.90977], [-1.20084, -3.70787, -0.98938], [-0.20195, -2.67002, -1.29132], [-1.97063, -3.59361, -1.75676], [-0.75435, -4.61848, -1.01253], [-1.62562, -3.57881, -0.01252], [0.60559, -3.01345, -1.01723], [-4.79325, -1.37939, 2.21771], [-3.80950, -0.37419, 2.29514], [-5.76496, -1.04297, 2.02690], [-4.59825, -1.97962, 1.36739], [-4.89130, -2.05064, 3.03755], [-3.94793, 0.03970, 3.13552]],
  "forces_ev_per_angstrom": [[-0.5454, -0.2023, -0.3810], [-0.4794, -0.0210, -0.8258], [0.2970, -1.4443, 1.2452], [-0.1255, -0.6208, -0.0503], [-0.3871, -1.1712, 0.3497], [1.1189, 1.4863, -0.4620], [0.1866, -0.3908, 0.0573], [-0.6039, 1.7434, -0.5805], [-0.6745, -0.1384, -0.6064], [0.6751, 1.4161, -1.0500], [-0.1654, -0.4406, 0.1671], [-0.5061, -0.9108, 0.8015], [0.1218, -2.1332, 3.3984], [0.4221, 1.7889, -2.5566], [-0.3614, 0.6643, -0.8026], [0.0450, 2.0060, 1.3031], [0.6763, -0.3896, 0.4387], [-0.1992, -1.1266, -0.9129], [0.1705, 2.2238, -0.2416], [-0.1096, -0.9707, 0.0380], [-0.0067, -1.1294, 0.3074], [-1.9808, -1.7319, 0.8213], [1.6258, 0.1185, -0.6837], [0.1406, 1.4015, -0.1214], [0.0146, -0.0104, -0.4997], [-0.2136, -0.1180, -0.0546], [0.0511, 0.2276, 0.4084], [-0.7061, -1.0716, -0.0286], [-0.3501, -0.2034, 0.6210], [0.9908, 0.9458, -0.4060], [0.2450, -0.5102, -0.5505], [-0.3287, 0.9025, 0.7581], [0.9942, -0.0235, 0.2286], [4.2275, 0.6655, 2.7591], [0.7833, 0.1005, -0.6294], [0.5607, 0.1224, -0.6303], [-3.5893, -0.3384, -1.5155], [-0.9812, -0.9067, -0.4149], [-0.9578, 0.5405, 0.3295], [-1.4398, 2.8233, -0.7284], [-2.4227, 0.5219, -0.2518], [0.1021, -0.2879, 0.2554], [1.3234, -2.7131, -0.4185], [-0.1771, 0.3977, 0.5062], [2.4668, -0.9345, 0.7393], [-0.0369, -0.8597, -0.6472], [0.4155, -0.2787, -0.1712], [-1.4915, 1.2667, -0.1239], [0.6038, -0.6849, -0.9165], [0.5236, -0.3261, 1.0930], [0.0579, 0.7259, 0.6355]],
  "mulliken_charge": [1.435, 1.596, -0.880, 0.608, -0.683, -0.894, 0.351, 0.262, 0.326, -0.604, 0.319, 0.306, -0.517, 0.363, 0.317, -0.530, 0.321, 0.338, -0.633, 0.357, 0.369, -0.620, 0.334, 0.312, -0.540, 0.291, 0.284, -0.804, -0.154, 0.296, 0.393, 0.288, 0.173, -0.716, -0.485, 0.348, 0.362, 0.179, 0.398, -0.826, -0.370, 0.231, 0.442, 0.290, 0.348, -0.697, -0.486, 0.339, 0.259, 0.333, 0.270],
  "total_charge": 3,
  "multiplicity": 7,
  "orbital_gap_ev": [7.355, 7.974]
}